Record 1
ORCA calculation (ωB97M-V/def2-TZVPD) on C47H46AsCl2CsN6OS2Se as an isolated structure at a distorted geometry.

Total energy ... -233923.7266 eV
Spin multiplicity ... 1
Frontier orbital gap ... 6.7 eV
Charge ... 0

Each line ends with the Mulliken charge.
Cartesian coordinates (Å):
Cs  0.621  0.002  0.303  1.5741
Cl  -0.183  0.195  -2.717  -0.3133
C  -1.244  -1.093  -3.282  -0.0006
C  -1.263  -1.315  -4.645  -0.5187
C  -2.030  -2.353  -5.149  -0.7572
C  -2.738  -3.153  -4.265  -0.4942
C  -2.697  -2.897  -2.907  -0.2492
Cl  -3.586  -3.984  -1.874  -0.1872
C  -1.975  -1.830  -2.330  0.3025
S  -1.985  -1.469  -0.639  -0.7626
H  -0.674  -0.683  -5.296  0.4916
H  -2.067  -2.543  -6.213  0.4394
H  -3.331  -3.984  -4.622  0.5110
S  -3.233  6.733  -0.406  -0.1937
C  -2.075  5.401  -0.154  0.0002
C  -1.920  4.424  -1.125  -0.5550
C  -1.109  3.334  -0.849  -0.4593
N  -0.433  3.193  0.289  0.1019
C  -0.530  4.172  1.182  -0.6406
C  -1.343  5.284  1.016  -0.1493
C  -4.690  5.889  0.191  0.3425
C  -4.900  5.660  1.541  -0.1159
C  -6.048  4.986  1.927  -0.4055
N  -6.978  4.559  1.077  -0.5707
C  -6.766  4.788  -0.215  -0.4135
C  -5.645  5.441  -0.709  -0.1721
H  -2.456  4.492  -2.064  0.6241
H  -1.035  2.518  -1.560  0.3752
H  0.032  4.045  2.101  0.3508
H  -1.411  6.034  1.792  0.4589
H  -4.185  5.991  2.282  0.3072
H  -6.227  4.780  2.976  0.3449
H  -7.529  4.431  -0.898  0.3847
H  -5.519  5.593  -1.772  0.4356
C  5.646  0.606  -4.925  -0.4742
C  5.739  -0.750  -4.636  -0.7235
C  5.120  -1.266  -3.508  0.2515
C  4.404  -0.429  -2.655  -0.0315
C  4.311  0.926  -2.955  -0.8447
C  4.931  1.445  -4.085  -0.6416
As  3.488  -1.062  -1.051  0.0587
C  5.018  -1.499  0.082  -0.1323
C  4.749  -2.018  1.347  0.1948
C  5.784  -2.343  2.212  -0.3924
C  7.102  -2.134  1.829  -0.6576
C  7.376  -1.598  0.580  -0.7459
C  6.340  -1.284  -0.293  -0.2697
C  3.043  -2.837  -1.738  0.7812
C  3.630  -4.019  -1.305  0.1032
C  3.279  -5.228  -1.898  -0.7858
C  2.343  -5.260  -2.921  -0.6416
C  1.744  -4.082  -3.349  -0.6084
C  2.091  -2.878  -2.756  -0.6286
H  6.126  1.006  -5.809  0.3788
H  6.291  -1.408  -5.294  0.4054
H  5.187  -2.326  -3.295  0.4950
H  3.744  1.585  -2.306  0.3878
H  4.848  2.501  -4.309  0.4052
H  3.721  -2.170  1.653  0.0559
H  5.559  -2.756  3.188  0.4371
H  7.911  -2.381  2.503  0.3719
H  8.401  -1.425  0.277  0.4023
H  6.573  -0.872  -1.266  0.3637
H  4.373  -4.002  -0.516  0.4027
H  3.748  -6.145  -1.563  0.4513
H  2.076  -6.203  -3.382  0.3528
H  0.999  -4.098  -4.134  0.4237
H  1.614  -1.963  -3.093  0.5001
C  -4.944  -1.042  1.146  -1.0807
N  -4.727  -0.062  0.104  0.4764
C  -4.170  1.156  0.276  -0.4112
Se  -3.628  1.982  1.823  -0.3001
N  -4.047  1.701  -0.960  0.7228
C  -4.455  0.810  -1.937  0.5786
C  -4.468  0.870  -3.320  -0.7440
C  -4.939  -0.249  -3.992  -0.6953
C  -5.389  -1.376  -3.303  -0.5648
C  -5.378  -1.431  -1.917  -0.8190
C  -4.899  -0.318  -1.250  0.5478
H  -4.831  -0.541  2.104  0.3370
H  -4.204  -1.837  1.044  0.2851
H  -5.950  -1.450  1.058  0.3378
H  -3.604  2.594  -1.083  -0.5371
H  -4.107  1.739  -3.854  0.4532
H  -4.949  -0.251  -5.074  0.3799
H  -5.735  -2.235  -3.862  0.4230
H  -5.693  -2.318  -1.385  0.5164
C  1.518  -5.800  1.456  -1.4454
N  1.041  -4.442  1.256  0.3883
C  0.277  -4.260  0.021  -0.8824
C  1.418  -3.330  1.943  0.2086
O  1.364  -2.209  1.399  -0.3956
N  1.855  -3.391  3.247  0.4098
C  1.767  -4.512  4.170  -1.1599
C  2.093  -2.123  3.928  -1.1429
H  1.413  -6.315  0.503  0.4447
H  0.947  -6.359  2.199  0.3444
H  2.579  -5.820  1.710  0.4345
H  0.909  -4.426  -0.852  0.0913
H  -0.160  -3.269  -0.024  0.2690
H  -0.540  -4.985  0.012  0.6743
H  1.995  -5.462  3.716  0.4041
H  0.780  -4.571  4.640  0.3118
H  2.505  -4.354  4.956  0.4044
H  1.620  -1.310  3.388  0.2760
H  3.161  -1.908  4.022  0.2284
H  1.663  -2.178  4.928  0.4997


Record 2
ORCA calculation (ωB97M-V/def2-TZVPD) on a 4-piece molecular cluster, C3H15NO3 overall at a distorted geometry.

Total energy ... -10985.1331 eV
SMILES ... CN(C)C.O.O.O
Spin multiplicity ... 1
Frontier orbital gap ... 9.6 eV
Charge ... 0

Each line ends with the Mulliken charge.
Cartesian coordinates (Å):
C  -0.956  0.689  0.383  -0.8075
N  -0.768  -0.741  0.817  -0.0324
C  -1.691  -0.949  2.067  -0.7606
C  0.580  -1.253  0.937  -0.7973
H  -1.978  0.892  -0.158  0.3123
H  -0.874  1.456  1.177  0.4931
H  -0.230  1.153  -0.396  -0.0551
H  -1.156  -1.653  2.835  0.2786
H  -2.712  -1.304  1.935  0.2865
H  -1.795  0.054  2.627  0.2449
H  0.745  -1.653  1.977  0.3442
H  0.736  -2.051  0.227  0.2546
H  1.433  -0.464  0.790  0.2366
O  1.666  3.401  -0.554  -0.6404
H  0.767  3.429  -0.147  0.3294
H  1.606  2.533  -0.929  0.3652
O  0.265  -1.618  -2.316  -0.6729
H  -0.389  -2.260  -2.580  0.3274
H  -0.327  -1.307  -1.583  0.2642
O  1.601  0.920  -2.416  -0.6524
H  0.957  0.214  -2.360  0.3662
H  2.517  0.512  -2.333  0.3157


Record 3
ORCA calculation (ωB97M-V/def2-TZVPD) on C11H16ClMnO2P as an isolated structure at a distorted geometry.

Total energy ... -68874.4092 eV
Spin multiplicity ... 4
Frontier orbital gap (alpha / beta) ... 6.4 / 8.2 eV
Charge ... +2

Each line ends with the Mulliken charge.
Cartesian coordinates (Å):
Cl  1.339  -1.959  0.051  -0.1403
C  0.545  1.724  1.122  -0.3931
C  0.067  1.892  -0.231  0.0311
C  0.983  1.209  -1.114  -1.3162
H  -0.777  2.495  -0.549  0.7164
C  2.112  0.747  -0.331  1.0594
C  1.792  0.999  1.056  -0.7606
H  2.435  0.733  1.892  0.5464
H  0.087  2.135  2.014  0.5750
H  0.928  1.149  -2.203  0.6524
C  3.392  0.234  -0.887  -1.2464
Mn  0.249  -0.144  0.266  -0.2929
C  -0.666  -0.918  -1.248  0.6520
O  -0.958  -1.669  -2.086  -0.1791
C  -0.081  -0.966  2.010  0.5152
O  -0.542  -1.813  2.662  -0.1357
H  3.228  -0.287  -1.837  0.3756
H  3.874  -0.449  -0.183  0.3841
H  4.082  1.064  -1.088  0.3581
C  -3.298  -1.302  0.551  -1.0677
P  -2.286  0.194  0.636  0.5237
C  -3.193  1.350  -0.462  -1.2422
C  -2.596  0.895  2.298  -1.2825
H  -3.207  -1.741  -0.443  0.4014
H  -4.343  -1.073  0.759  0.4554
H  -2.932  -2.026  1.278  0.3637
H  -4.251  1.403  -0.167  0.4691
H  -2.764  2.359  -0.413  0.3954
H  -3.126  0.996  -1.499  0.4041
H  -3.670  1.063  2.461  0.4388
H  -2.216  0.199  3.058  0.3996
H  -2.063  1.849  2.410  0.3398


Record 4
ORCA calculation (ωB97M-V/def2-TZVPD) on C10H24AlN2O4 as an isolated structure at a distorted geometry.

Total energy ... -28527.7514 eV
Spin multiplicity ... 1
Frontier orbital gap ... 7.9 eV
Charge ... -1

Each line ends with the Mulliken charge.
Cartesian coordinates (Å):
C  3.894  -1.958  -0.791  -1.0578
C  3.958  -0.338  -0.626  0.0766
C  3.577  -0.032  0.897  -1.1489
C  2.940  0.250  -1.707  0.4078
C  3.021  1.833  -1.911  -1.3916
C  1.400  -0.191  -1.457  -0.3091
O  1.166  -1.330  -2.292  -0.5302
Al  -0.647  -1.612  -2.632  0.4497
C  -1.727  -2.172  -0.974  -0.8835
C  -2.347  -0.886  -0.205  -0.3210
O  -3.140  -0.169  -1.213  -0.2652
C  -3.297  1.182  -0.874  0.1467
O  -3.914  1.502  0.166  -0.5380
H  3.833  -2.160  -1.916  0.2736
H  4.757  -2.488  -0.279  0.3745
H  2.885  -2.259  -0.342  0.1919
H  5.046  -0.059  -0.806  0.3970
H  3.290  1.043  1.116  0.2701
H  4.456  -0.397  1.542  0.3446
H  2.698  -0.719  1.168  0.2445
H  3.234  -0.225  -2.713  0.2002
H  2.258  2.089  -2.734  0.3923
H  4.029  2.199  -2.314  0.3417
H  2.700  2.405  -0.971  0.2426
H  0.741  0.718  -1.716  0.2230
H  1.189  -0.418  -0.348  -0.0139
H  -0.783  -2.758  -3.762  -0.3449
H  -1.232  -0.272  -3.261  -0.3044
H  -1.139  -2.818  -0.242  0.3520
H  -2.645  -2.763  -1.339  0.2911
H  -1.520  -0.240  0.242  0.3046
H  -3.046  -1.253  0.633  0.1967
H  -2.896  1.968  -1.595  0.3707
C  -3.956  1.363  4.627  0.5840
O  -3.638  0.951  5.735  -0.6676
N  -3.754  0.651  3.493  -0.2689
N  -4.542  2.575  4.438  -0.3576
H  -4.008  0.974  2.575  0.1917
H  -3.322  -0.253  3.590  0.1536
H  -4.710  3.135  5.256  0.2034
H  -4.810  2.931  3.539  0.1780


Record 5
ORCA calculation (ωB97M-V/def2-TZVPD) on C25H41BeBrN2P2 as an isolated structure at a distorted geometry.

Total energy ... -118572.4625 eV
Spin multiplicity ... 1
Frontier orbital gap ... 5.4 eV
Charge ... +2

Each line ends with the Mulliken charge.
Cartesian coordinates (Å):
C  -0.170  5.355  -2.031  -0.3805
C  -0.362  4.021  -2.492  0.0424
C  -0.722  3.907  -3.845  -0.3790
C  -0.803  5.031  -4.670  -0.3714
N  -0.574  6.246  -4.206  -0.4641
C  -0.266  6.428  -2.927  -0.3528
C  -0.303  2.855  -1.647  2.5139
C  -0.597  2.281  -0.564  -1.2209
C  -1.840  2.526  0.290  0.3121
C  -1.727  2.745  1.675  -0.5944
C  -2.699  2.174  2.511  -0.6163
C  -3.935  1.748  1.949  -0.0084
C  -4.125  2.027  0.580  -0.6878
C  -3.114  2.448  -0.260  -0.4308
Be  -0.542  0.798  0.091  -0.8284
P  2.757  -0.894  1.049  0.1228
H  -0.991  2.950  -4.243  0.4632
H  0.009  5.580  -0.985  0.4313
H  -1.062  4.938  -5.727  0.3880
H  -0.097  7.463  -2.613  0.3918
H  -3.231  2.614  -1.330  0.7402
H  -0.895  3.336  2.125  0.7660
H  -5.080  1.819  0.156  0.4757
H  -2.416  1.875  3.529  0.4449
C  2.457  -2.315  2.203  -0.2223
C  3.261  -3.578  1.931  -1.2741
H  1.377  -2.537  2.174  0.2125
H  2.662  -1.934  3.218  0.4783
H  3.112  -4.281  2.760  0.4230
H  2.923  -4.076  1.014  0.1916
H  4.335  -3.370  1.857  0.2949
C  3.342  -1.391  -0.631  -0.3699
C  3.576  -0.222  -1.595  -1.2831
H  2.547  -2.043  -1.044  0.3678
H  4.253  -2.007  -0.530  0.5782
H  3.831  -0.608  -2.583  0.4348
H  2.683  0.397  -1.715  0.1717
H  4.408  0.414  -1.288  0.3307
C  4.176  -0.072  1.919  -0.5299
C  5.450  -0.932  1.986  -1.1188
H  3.807  0.156  2.942  0.3922
H  4.353  0.892  1.400  0.4179
H  6.245  -0.315  2.436  0.4053
H  5.301  -1.817  2.633  0.2283
H  5.773  -1.243  0.972  0.2913
Br  -4.784  0.376  2.743  -0.0333
P  -1.770  -2.356  -0.513  -0.3661
C  -0.417  -2.920  0.562  1.3476
C  0.033  -4.338  0.171  -1.3175
H  -0.776  -2.920  1.603  0.6568
H  0.406  -2.199  0.467  -1.5592
H  1.130  -4.413  0.121  0.1990
H  -0.329  -5.082  0.900  0.3080
H  -0.363  -4.615  -0.819  0.4817
C  -3.148  -2.766  0.614  0.0452
C  -4.302  -3.500  -0.086  -1.2532
H  -3.491  -1.862  1.132  -0.1312
H  -2.749  -3.437  1.387  0.5059
H  -5.073  -3.789  0.644  0.3945
H  -4.780  -2.874  -0.852  0.2974
H  -3.952  -4.427  -0.568  0.3559
C  -1.752  -0.518  -0.785  1.3825
C  -2.538  -0.254  -2.079  -1.0570
H  -0.658  -0.300  -0.947  0.0457
H  -2.215  -0.024  0.097  -0.7500
H  -2.745  0.805  -2.212  0.1759
H  -1.961  -0.591  -2.943  0.4218
H  -3.496  -0.786  -2.124  0.3266
N  0.455  0.893  1.529  -0.0482
H  0.589  1.703  2.146  0.4550
H  1.409  0.657  1.175  -0.4766
H  0.193  0.146  2.160  0.4154


Record 6
ORCA calculation (ωB97M-V/def2-TZVPD) on an isolated ion of composition C4H11N2O and charge -1 at a distorted geometry.

Total energy ... -9351.3461 eV
SMILES ... NC[C@H](N)CC[O-]
Spin multiplicity ... 1
Frontier orbital gap ... 6.4 eV
Charge ... -1

Each line ends with the Mulliken charge.
Cartesian coordinates (Å):
N  -1.725  -1.608  0.216  -0.6697
C  -1.264  -0.334  -0.428  -0.6176
C  -0.369  0.766  0.325  0.4587
N  -1.026  2.082  0.631  -0.6953
C  0.993  0.935  -0.337  -0.7455
C  1.954  -0.262  -0.046  -0.7950
O  1.510  -1.604  -0.280  -0.8342
H  -1.138  -2.437  -0.058  0.2985
H  -2.803  -1.830  -0.100  0.2060
H  -0.566  -0.849  -1.054  0.2627
H  -2.081  0.168  -0.982  0.3580
H  -0.102  0.252  1.293  0.1395
H  -0.620  2.584  1.460  0.2629
H  -0.964  2.731  -0.219  0.2665
H  1.637  1.928  -0.354  0.2440
H  0.975  0.766  -1.354  0.3075
H  2.105  -0.369  1.110  0.2147
H  2.853  -0.065  -0.519  0.3381


Record 7
ORCA calculation (ωB97M-V/def2-TZVPD) on C7H13Br4Cl3O2Sr2 as an isolated structure at a distorted geometry.

Total energy ... -330957.6189 eV
Spin multiplicity ... 1
Frontier orbital gap ... 4.0 eV
Charge ... +2

Each line ends with the Mulliken charge.
Cartesian coordinates (Å):
Sr  -5.658  -9.617  19.894  1.2829
Sr  -7.970  -10.927  22.764  1.8089
O  -7.946  -10.650  20.257  -0.8613
C  -8.492  -11.173  18.999  -0.1077
C  -7.764  -10.633  17.668  -0.5763
O  -6.413  -10.251  17.618  -0.5316
H  -9.573  -11.045  19.036  0.3392
H  -8.393  -12.257  19.051  -0.1478
H  -8.369  -9.778  17.367  0.3487
H  -8.063  -11.445  17.004  0.2910
Br  -2.156  -9.438  17.106  -0.1120
C  -2.933  -11.257  16.800  -0.6758
C  -2.588  -12.273  17.904  -0.4258
Br  -3.911  -11.929  19.414  -0.1967
H  -2.456  -11.579  15.874  0.4045
H  -3.998  -11.148  16.596  0.3186
H  -1.538  -12.274  18.194  0.4344
H  -2.757  -13.276  17.513  0.3265
Br  -4.928  -7.128  18.091  -0.2313
C  -5.372  -7.357  16.143  -0.6278
C  -4.191  -6.709  15.366  -0.4179
Br  -4.628  -7.051  13.446  -0.1247
H  -6.398  -7.047  15.941  0.5244
H  -5.500  -8.416  15.921  0.2990
H  -3.225  -7.187  15.529  0.2543
H  -4.227  -5.635  15.547  0.4128
C  -7.037  -14.915  18.316  0.3845
Cl  -5.480  -15.509  17.857  -0.0835
Cl  -7.149  -14.500  20.054  -0.1576
Cl  -8.266  -16.144  17.898  -0.1010
H  -7.370  -14.026  17.781  -0.0508


Record 8
ORCA calculation (ωB97M-V/def2-TZVPD) on C20H32IrN4OS4 as an isolated structure at a distorted geometry.

Total energy ... -75407.4772 eV
Spin multiplicity ... 2
Frontier orbital gap (alpha / beta) ... 7.4 / 6.1 eV
Charge ... +4

Each line ends with the Mulliken charge.
Cartesian coordinates (Å):
Ir  -0.124  0.204  0.105  0.9766
C  -1.057  2.526  -2.498  -0.7417
C  0.450  2.393  -2.693  -1.0293
S  1.386  1.750  -1.262  0.1169
C  1.555  3.227  -0.228  -0.8221
C  0.227  3.705  0.341  -0.8208
S  -0.406  2.322  1.308  0.3710
C  -2.173  2.582  1.541  -0.6594
C  -2.684  1.258  2.100  -0.9875
S  -2.246  -0.211  1.105  0.1501
C  -3.448  -0.104  -0.262  -0.6248
C  -3.239  1.055  -1.222  -0.7470
S  -1.566  0.908  -1.910  0.3404
H  -1.525  2.693  -3.472  0.6078
H  -1.377  3.326  -1.841  0.3270
H  0.910  3.349  -2.952  0.5665
H  0.684  1.699  -3.502  0.4774
H  2.042  4.002  -0.823  0.6659
H  2.253  2.949  0.563  0.2987
H  -0.496  4.033  -0.394  0.3385
H  0.400  4.531  1.037  0.6288
H  -2.639  2.923  0.625  0.2679
H  -2.297  3.368  2.291  0.6717
H  -3.771  1.248  2.205  0.5402
H  -2.277  1.066  3.092  0.4514
H  -4.432  -0.068  0.211  0.7237
H  -3.363  -1.064  -0.761  0.1437
H  -3.378  2.035  -0.784  0.3003
H  -3.952  0.962  -2.046  0.6819
C  -2.061  -3.077  -2.868  -1.3751
C  -0.936  -2.312  -2.250  0.3399
O  -1.202  -1.445  -1.360  -0.4792
N  0.304  -2.568  -2.622  0.0179
C  1.461  -1.943  -1.977  -0.8325
C  1.474  -2.461  -0.567  0.9698
C  2.167  -3.616  -0.254  -1.0070
C  2.000  -4.221  0.983  -0.6594
C  1.097  -3.651  1.866  -1.0509
C  0.460  -2.480  1.515  -0.2598
N  0.661  -1.857  0.339  0.4186
H  -2.919  -2.423  -3.014  0.3426
H  -2.354  -3.880  -2.188  0.3324
H  -1.777  -3.517  -3.823  0.4876
H  0.457  -3.342  -3.257  0.3422
H  1.355  -0.860  -1.999  -0.4843
H  2.351  -2.198  -2.545  0.7177
H  2.819  -4.056  -0.998  0.5958
H  2.533  -5.129  1.235  0.5135
H  0.884  -4.100  2.827  0.5534
H  -0.247  -2.032  2.193  0.5283
C  3.476  0.331  0.889  -1.4167
C  2.419  0.277  1.932  0.3925
N  1.077  0.208  1.827  0.8720
C  0.574  0.077  3.125  -0.4885
C  1.601  0.104  3.997  -0.8650
N  2.731  0.234  3.232  0.0198
H  3.071  0.307  -0.116  0.1965
H  4.136  -0.533  0.997  0.4503
H  4.097  1.222  1.004  0.4834
H  -0.474  -0.024  3.339  0.4061
H  1.630  0.042  5.072  0.4529
H  3.678  0.257  3.592  0.2713